# 1
Computed, not measured: an isolated molecule of C20H21BrN4O4, with the ωB97M-V functional and the def2-TZVPD basis.

The geometry in ORCA input format:
```
! RIJCOSX wB97M-V def2-TZVPD def2/J DEFGRID3
* xyz 0 1
Br -7.736 -1.556 2.380
O 2.221 1.337 -4.359
O 1.590 3.697 1.087
O 0.423 2.425 -3.939
O -3.582 1.931 1.615
N -1.789 0.611 1.286
N 1.316 1.671 -3.595
N 3.326 -0.121 -2.523
N -0.389 4.698 0.700
C -5.849 -1.474 2.620
C 4.312 -1.129 -2.222
C 0.239 1.584 -1.464
C 1.056 0.255 0.329
C -5.145 -0.403 2.104
C 3.021 -3.398 -2.040
C 2.277 0.257 -1.778
C -3.115 -1.359 2.970
C -3.765 -0.350 2.266
C 0.100 1.151 -0.169
C -3.055 0.838 1.703
C -0.408 2.573 1.823
C 1.295 1.158 -2.277
C -3.838 -2.419 3.490
C 0.384 3.703 1.184
C -5.209 -2.490 3.312
C -0.999 1.683 0.708
C 3.925 -2.476 -2.803
C 4.473 -3.733 -2.199
C 2.096 -0.179 -0.446
H 0.984 -0.094 1.349
H -1.385 -0.309 1.332
H 5.257 -0.802 -2.668
H 3.320 0.234 -3.478
H -1.389 4.688 0.793
H -5.643 0.397 1.578
H 2.674 -3.088 -1.066
H 0.263 1.988 2.450
H 2.812 -0.859 -0.016
H -1.688 2.292 0.111
H 4.747 -4.542 -2.858
H 3.806 -2.455 -3.879
H -1.225 2.967 2.428
H -5.775 -3.316 3.712
H 4.460 -1.211 -1.145
H 2.295 -3.975 -2.590
H 5.114 -3.643 -1.336
H 0.047 5.472 0.227
H -0.468 2.277 -1.893
H -3.333 -3.197 4.042
H -2.050 -1.309 3.145
*
```

Computed properties:
LUMO level, hartree: -0.01670
ΔE to the lowest compared entry with this formula, charge and spin, kcal per mole: 82.4
Frontier orbital gap, eV: 7.84
Structure (SMILES): NC(=O)C[C@H](NC(=O)c1cccc(Br)c1)c1ccc(NCC2CC2)c([N+](=O)[O-])c1

=====

# 2
Computed, not measured: an isolated molecule of C20H21Cl2N3O2, with the ωB97M-V functional and the def2-TZVPD basis.

The geometry in ORCA input format:
```
! RIJCOSX wB97M-V def2-TZVPD def2/J DEFGRID3
* xyz 0 1
Cl -6.642 2.146 -3.985
Cl -4.058 3.884 -3.993
O 5.226 -0.341 0.416
O 1.790 0.858 -1.638
N -1.518 0.275 -1.608
N 2.142 -0.820 -0.132
N 4.392 1.532 -0.258
C 0.803 -1.257 -2.185
C -1.228 -0.839 -0.685
C -2.835 1.861 -2.797
C -5.153 0.355 -2.545
C 2.933 -1.076 2.100
C 1.202 0.446 2.724
C 1.669 -0.319 -1.332
C 0.062 0.845 3.405
C -3.947 -0.122 -2.037
C 0.080 -1.233 4.690
C 4.269 0.425 0.505
C 1.958 1.095 1.575
C 1.745 -0.772 2.962
C 2.839 -0.045 0.937
C -5.198 1.560 -3.249
C -4.033 2.300 -3.321
C -0.434 -1.861 -1.500
C -2.776 0.645 -2.119
C 1.227 -1.618 3.937
C -0.453 0.022 4.436
H -1.931 2.459 -2.944
H -0.747 0.825 -2.031
H 3.514 1.772 -0.697
H 2.606 1.862 2.039
H -0.146 -2.639 -0.793
H 1.841 -1.776 0.117
H -0.328 1.810 3.157
H 1.384 -2.114 -2.603
H -3.927 -1.101 -1.578
H 3.841 -0.920 2.691
H 1.645 -2.612 4.181
H -1.328 0.393 4.984
H -2.145 -1.313 -0.306
H 5.192 1.552 -0.861
H 0.472 -0.729 -3.084
H -6.041 -0.214 -2.581
H 2.917 -2.140 1.749
H 1.229 1.568 0.881
H -0.679 -0.464 0.152
H -1.084 -2.282 -2.232
H -0.346 -1.886 5.459
*
```

Computed properties:
LUMO level, hartree: 0.01652
ΔE to the lowest compared entry with this formula, charge and spin, kcal per mole: 16.7
Frontier orbital gap, eV: 8.39
Structure (SMILES): NC(=O)C1(NC(=O)CCCNc2ccc(Cl)c(Cl)c2)Cc2ccccc2C1

=====

# 3
Computed, not measured: a structure of composition C20H21ClGaO2P, with the ωB97M-V functional and the def2-TZVPD basis.

The geometry in ORCA input format:
```
! RIJCOSX wB97M-V def2-TZVPD def2/J DEFGRID3
* xyz 2 1
Ga -0.582 -0.072 2.285
Cl -0.504 -2.268 2.468
P -0.138 0.175 0.054
O 0.050 2.910 2.802
O 1.577 -0.282 3.415
C -4.096 -0.838 -2.081
C 0.901 -1.703 -1.730
C 0.332 1.802 -0.576
C 3.086 -2.724 -1.488
C 1.330 -0.455 4.819
C 1.893 -2.556 -2.211
C 2.294 -1.187 0.202
C -0.337 1.823 2.619
C 1.856 3.234 -1.791
C 3.283 -2.043 -0.282
C -0.537 2.881 -0.358
C -0.221 4.141 -0.878
C -3.148 -0.001 -2.696
C -1.716 -0.209 -0.755
C 0.977 4.311 -1.591
C -3.855 -1.355 -0.802
C -1.962 0.313 -2.033
C 1.535 1.976 -1.278
C 1.112 -1.001 -0.537
C -2.668 -1.035 -0.131
H -0.906 4.975 -0.729
H -4.584 -2.012 -0.324
H 2.432 -0.676 1.151
H -3.324 0.408 -3.690
H -1.224 0.968 -2.499
H 0.866 0.423 5.263
H 1.739 -3.081 -3.152
H -2.475 -1.445 0.856
H 2.228 -0.721 5.369
H -1.460 2.727 0.197
H 1.228 5.286 -1.995
H 0.611 -1.259 4.886
H -2.563 -4.269 2.067
H -0.037 -1.566 -2.275
H -3.214 -3.895 2.120
H 4.205 -2.166 0.284
H 3.861 -3.382 -1.867
H -5.015 -1.086 -2.603
H 2.190 0.453 3.272
H 2.195 1.122 -1.427
H 2.784 3.362 -2.349
*
```

Computed properties:
LUMO level, hartree: -0.34867
Frontier orbital gap, eV: 5.82

=====

# 4
Computed, not measured: the ion C20H21F2 with charge +1, with the ωB97M-V functional and the def2-TZVPD basis.

The geometry in ORCA input format:
```
! RIJCOSX wB97M-V def2-TZVPD def2/J DEFGRID3
* xyz 1 1
F 3.959 3.772 0.839
F 2.972 -2.198 3.002
C 1.852 4.697 0.205
C -0.987 -1.227 -2.457
C -2.789 -2.668 -1.501
C 0.117 0.747 0.288
C 0.152 -1.093 -1.538
C -0.642 -2.241 2.494
C 1.568 -0.622 1.906
C -2.360 -1.428 -1.790
C 0.593 0.257 -1.079
C 0.634 -2.655 2.892
C 0.475 4.519 0.046
C -0.093 3.253 0.207
C -3.166 -0.202 -1.442
C 0.712 2.149 0.523
C -0.804 -1.060 1.774
C 2.067 2.339 0.813
C 0.949 -2.270 -1.177
C 2.608 3.616 0.623
C 0.313 -0.301 1.387
C 1.705 -1.817 2.615
H -0.158 5.360 -0.232
H -2.196 -3.544 -1.775
H -1.514 -2.850 2.733
H -1.167 3.106 0.066
H 2.334 5.659 0.027
H 1.014 -2.450 -0.095
H 1.699 0.279 -1.111
H -0.970 0.904 0.209
H -1.809 -0.729 1.495
H 0.799 -3.593 3.417
H -2.764 0.703 -1.924
H 0.234 0.987 -1.828
H -0.796 -2.107 -3.101
H -3.764 -2.814 -1.029
H -1.041 -0.320 -3.083
H 2.448 -0.011 1.741
H -4.214 -0.335 -1.765
H 0.527 -3.181 -1.622
H -3.197 -0.030 -0.348
H 1.986 -2.138 -1.532
H 2.717 1.534 1.128
*
```

Computed properties:
LUMO level, hartree: -0.21940
ΔE to the lowest compared entry with this formula, charge and spin, kcal per mole: 20.9
Frontier orbital gap, eV: 6.20

=====

# 5
Computed, not measured: a structure of composition C20H21F2NO5S, with the ωB97M-V functional and the def2-TZVPD basis.

The geometry in ORCA input format:
```
! RIJCOSX wB97M-V def2-TZVPD def2/J DEFGRID3
* xyz 0 1
S -6.052 -1.117 -0.492
F -4.989 -3.615 0.400
F -6.687 -3.000 1.363
O 4.013 -0.855 -1.844
O 1.605 3.145 2.078
O -1.937 4.295 -0.284
O 5.356 -1.903 0.434
O 1.223 2.853 -0.339
N -1.235 1.939 -0.400
C 6.649 -3.781 1.213
C 0.226 4.024 -0.070
C -4.756 1.043 -0.371
C -4.625 -0.185 -0.533
C -1.120 3.642 -0.542
C 3.787 -0.313 -0.664
C -2.228 0.005 -0.469
C 1.958 2.622 0.865
C 5.014 -1.543 -3.835
C -3.399 -0.882 -0.651
C 2.658 1.227 0.952
C 3.300 0.748 1.975
C 5.968 -2.576 1.597
C 4.205 -0.444 1.670
C -2.368 1.513 -0.468
C 2.982 0.783 -0.571
C 5.011 -1.431 -2.194
C -3.762 1.870 -0.310
C -5.564 -2.566 0.535
C 4.483 -0.914 0.571
H -1.292 -0.598 -0.534
H 3.119 1.158 2.905
H 7.480 -3.629 0.440
H -3.937 3.049 -0.147
H 5.798 -4.432 0.711
H 5.959 -2.450 -4.183
H 4.205 -1.937 -4.094
H 6.039 -1.387 -1.753
H 4.524 -0.599 2.648
H 0.490 4.621 -0.911
H 5.207 -2.933 2.318
H -5.702 1.428 -0.265
H -3.272 -1.993 -0.584
H 2.524 1.101 -1.269
H 6.571 -1.948 2.113
H -5.013 -2.001 1.531
H 5.255 -0.647 -4.237
H 4.862 -2.679 -1.704
H -0.475 1.560 -0.410
H 0.463 4.625 0.752
H 7.117 -4.161 1.871
*
```

Computed properties:
LUMO level, hartree: -0.01677
ΔE to the lowest compared entry with this formula, charge and spin, kcal per mole: 458.1
Frontier orbital gap, eV: 6.97

=====

# 6
Computed, not measured: an isolated molecule of C20H21F3N2O2, with the ωB97M-V functional and the def2-TZVPD basis.

The geometry in ORCA input format:
```
! RIJCOSX wB97M-V def2-TZVPD def2/J DEFGRID3
* xyz 0 1
F -2.586 0.054 -1.059
F -2.326 -0.674 -3.048
F -3.073 -1.975 -1.496
O 0.237 4.997 4.087
O 3.217 0.133 0.725
N -0.799 -3.661 -2.391
N 1.278 1.194 1.308
C -1.156 4.863 3.891
C 3.068 2.564 2.265
C -0.765 -1.422 -1.370
C -0.052 -0.476 -0.640
C 1.012 -2.984 -0.981
C 2.007 0.227 0.678
C -0.219 -2.707 -1.618
C -2.159 -1.019 -1.752
C 2.456 4.449 3.632
C -0.295 -5.026 -2.414
C 1.692 -2.045 -0.253
C -1.619 5.424 2.549
C 1.101 4.162 3.448
C 1.182 -0.757 -0.079
C 3.417 3.655 3.044
C -1.495 -4.664 -4.413
C 1.723 2.271 2.081
C 0.742 3.070 2.670
C -1.232 -5.747 -3.374
C -1.662 -3.421 -3.541
H -0.485 0.508 -0.535
H 2.721 5.298 4.241
H 4.461 3.885 3.191
H -1.600 5.441 4.706
H -2.708 -3.334 -3.236
H 0.730 -5.063 -2.805
H -0.309 -5.452 -1.408
H -2.160 -6.017 -2.869
H 0.272 1.109 1.257
H -2.699 5.337 2.468
H -0.783 -6.645 -3.793
H 2.646 -2.283 0.192
H -0.295 2.815 2.510
H -1.466 3.817 4.007
H 1.452 -3.961 -1.089
H -0.631 -4.557 -5.070
H 3.820 1.946 1.808
H -1.341 6.472 2.475
H -1.158 4.889 1.723
H -1.365 -2.512 -4.067
H -2.376 -4.855 -5.021
*
```

Computed properties:
LUMO level, hartree: 0.02174
ΔE to the lowest compared entry with this formula, charge and spin, kcal per mole: 0.2
Frontier orbital gap, eV: 8.59
Structure (SMILES): CCOc1cccc(NC(=O)c2ccc(N3CCCC3)c(C(F)(F)F)c2)c1

=====

# 7
Computed, not measured: an isolated molecule of C20H21F4NO2, with the ωB97M-V functional and the def2-TZVPD basis.

The geometry in ORCA input format:
```
! RIJCOSX wB97M-V def2-TZVPD def2/J DEFGRID3
* xyz 0 1
F -3.400 -4.347 -4.502
F -1.634 -4.251 -2.510
F -4.791 -2.849 -3.430
F -3.190 -3.270 -1.354
O 1.012 4.323 4.174
O -2.811 -0.152 -2.108
N 0.745 0.791 0.213
C 1.036 -3.291 0.998
C 2.199 4.221 3.493
C -2.537 -3.267 -2.545
C 1.397 2.534 1.970
C 0.050 -1.415 -0.072
C 0.164 3.170 4.017
C -0.028 2.716 2.476
C -1.758 -1.979 -2.968
C -3.560 -3.209 -3.734
C -0.219 -2.096 -3.305
C -1.802 -0.809 -1.979
C 2.042 -1.056 1.168
C 0.977 -0.524 0.499
C 1.958 3.951 2.041
C 1.475 2.015 0.610
C 0.046 -2.786 0.128
C -0.767 -0.501 -0.895
C -2.674 -2.023 -4.247
C -0.304 0.820 -0.623
C 1.966 -2.406 1.552
H -0.548 1.766 2.447
H 0.984 -4.299 1.252
H 0.516 2.401 4.714
H 2.494 1.816 0.443
H -0.737 1.743 -0.977
H -2.185 -2.361 -5.138
H -0.604 3.407 1.860
H -3.193 -1.108 -4.493
H 1.215 2.879 0.005
H 2.767 3.299 3.888
H -0.116 -2.381 -4.348
H 2.934 5.104 3.622
H 0.282 -1.111 -3.263
H 2.865 -0.567 1.660
H 2.014 1.871 2.593
H 2.591 -2.802 2.342
H 2.950 3.966 1.598
H -0.674 -3.356 -0.391
H 0.341 -2.846 -2.723
H 1.380 4.693 1.578
H -0.866 3.578 4.264
*
```

Computed properties:
LUMO level, hartree: 0.01774
Frontier orbital gap, eV: 8.56
Structure (SMILES): C[C@@]1(C(=O)c2cn(CC3CCOCC3)c3ccccc23)CC(F)(F)C1(F)F

=====

# 8
Computed, not measured: the ion C20H21FN2 with charge +2, with the ωB97M-V functional and the def2-TZVPD basis.

The geometry in ORCA input format:
```
! RIJCOSX wB97M-V def2-TZVPD def2/J DEFGRID3
* xyz 2 1
F -6.944 1.571 -0.509
N 1.166 -2.020 0.739
N -4.660 1.669 -0.454
C -1.126 -0.564 0.271
C 5.423 1.276 1.211
C -0.623 -0.709 1.567
C -0.437 -1.172 -0.785
C 5.048 -0.039 0.596
C 0.527 -1.444 1.766
C -2.369 0.219 0.022
C 2.448 -2.768 0.957
C 5.495 -1.793 -1.012
C 0.707 -1.887 -0.518
C 3.957 -0.764 1.036
C -2.310 1.466 -0.601
C 4.396 -2.504 -0.564
C 3.627 -1.984 0.463
C -3.467 2.174 -0.821
C -6.019 3.167 -1.999
C -5.929 2.485 -0.657
C -3.615 -0.270 0.411
C 5.812 -0.581 -0.439
C -4.744 0.474 0.162
H 3.373 -0.360 1.859
H -5.057 3.357 -2.465
H 4.158 -3.462 -1.010
H 5.417 2.064 0.459
H -6.526 4.122 -1.885
H -0.790 -1.092 -1.803
H 6.427 1.236 1.629
H 2.347 -3.704 0.414
H 0.953 -1.587 2.749
H -3.720 -1.229 0.901
H -5.978 3.181 0.182
H -1.366 1.894 -0.908
H -3.457 3.151 -1.278
H 1.286 -2.360 -1.299
H 6.108 -2.190 -1.809
H 6.676 -0.034 -0.795
H -6.603 2.540 -2.669
H -5.724 0.130 0.445
H -1.116 -0.254 2.416
H 2.504 -2.964 2.025
H 4.725 1.557 1.998
*
```

Computed properties:
LUMO level, hartree: -0.27203
Frontier orbital gap, eV: 6.64

=====

# 9
Computed, not measured: a cluster of 2 separate species, C20H21FN3O in total, with the ωB97M-V functional and the def2-TZVPD basis.

The geometry in ORCA input format:
```
! RIJCOSX wB97M-V def2-TZVPD def2/J DEFGRID3
* xyz 1 1
F 1.105 1.055 -0.729
O 1.121 -1.811 -0.637
N -0.828 -0.517 1.096
N 1.479 1.846 -1.944
N -4.974 -1.108 1.248
C 2.897 -0.971 0.662
C 2.011 3.379 -4.063
C 1.435 -1.080 0.319
C 3.864 -1.401 -0.263
C 4.675 -0.448 2.238
C 1.014 2.401 -4.149
C -2.810 -1.580 0.254
C -1.475 -1.283 0.143
C 0.766 1.604 -3.036
C -5.595 -2.411 1.146
C 2.714 3.577 -2.872
C -3.604 -0.954 1.233
C -1.587 0.063 2.105
C 2.435 2.754 -1.784
C 0.519 -0.270 1.056
C 5.225 -1.332 0.051
C -5.858 0.012 1.013
C 5.639 -0.842 1.302
C 3.320 -0.493 1.906
C -2.945 -0.118 2.169
H 3.539 -1.789 -1.230
H -6.495 -2.429 1.772
H -5.314 0.960 1.090
H 6.705 -0.791 1.547
H -0.875 -1.668 -0.672
H 4.976 -0.102 3.229
H 2.574 -0.166 2.624
H -5.898 -2.651 0.118
H -4.904 -3.182 1.498
H -3.254 -2.243 -0.484
H -6.312 -0.048 0.012
H 0.035 0.797 -2.999
H 5.967 -1.665 -0.682
H 2.938 2.806 -0.821
H -6.670 -0.002 1.749
H 3.467 4.355 -2.759
H 0.421 2.242 -5.048
H -1.031 0.658 2.830
H -3.516 0.347 2.972
H 0.863 0.507 1.724
H 2.239 3.991 -4.932
*
```

Computed properties:
LUMO level, hartree: -0.14498
Frontier orbital gap, eV: 5.54

=====

# 10
Computed, not measured: a structure of composition C20H21IN3OPRu, with the ωB97M-V functional and the def2-TZVPD basis.

The geometry in ORCA input format:
```
! RIJCOSX wB97M-V def2-TZVPD def2/J DEFGRID3
* xyz 4 5
I -2.977 -4.349 -3.904
Ru -0.187 -0.451 -0.152
P -0.181 -0.217 3.300
O -0.373 -0.638 1.763
N -0.417 0.800 -1.733
N -1.840 -1.843 -0.632
N 1.719 0.193 -0.336
C -2.865 -3.462 -2.063
C 0.780 2.505 -2.995
C -1.552 1.138 -2.362
C 2.038 3.145 -3.254
C 3.107 1.754 -1.577
C -1.588 2.145 -3.320
C -3.567 -3.294 0.209
C 1.881 1.154 -1.298
C -1.076 1.292 3.588
C -0.431 2.823 -3.649
C 1.546 0.023 3.657
C -2.635 -2.285 0.374
C 4.222 1.288 -0.845
C -3.691 -3.909 -1.022
C -0.833 -1.539 4.290
C 0.726 1.501 -2.032
C -1.955 -2.418 -1.835
C 4.062 0.280 0.086
C 3.157 2.777 -2.582
C 2.797 -0.248 0.324
H 1.635 0.356 4.695
H -4.184 -3.599 1.044
H -0.327 -2.476 4.057
H 1.970 0.801 3.020
H -1.909 -1.637 4.142
H 2.642 -1.033 1.053
H -2.503 -1.800 1.330
H -0.642 2.118 3.025
H -0.658 -1.301 5.343
H 2.080 3.926 -4.003
H 5.202 1.715 -1.023
H 4.906 -0.106 0.640
H -2.130 1.173 3.337
H -0.451 3.605 -4.400
H 4.106 3.254 -2.793
H -2.447 0.598 -2.084
H -2.529 2.386 -3.796
H 2.100 -0.911 3.557
H -4.405 -4.712 -1.170
H -1.316 -2.051 -2.629
H -1.003 1.529 4.654
*
```

Computed properties:
LUMO level (spin up / spin down), hartree: -0.47289 / -0.58836
ΔE to the lowest compared entry with this formula, charge and spin, kcal per mole: 0.0
⟨S²⟩: 6.031
Frontier orbital gap (spin up / spin down), eV: 7.34 / 4.25